Version P
Here is C18H43F6FeNO6S2Si2 as an isolated structure from the Open Molecules 2025 dataset. Energies are from wB97M-V/def2-TZVPD.

Positions of all 79 atoms, in Å:
O -1.26 -2.67 -3.39
O -2.53 -0.74 -4.60
C 0.13 -2.99 -3.31
C 0.65 -3.61 -2.04
H 0.67 -2.06 -3.52
H 0.32 -3.66 -4.16
H 0.69 -2.89 -1.21
H 1.68 -3.93 -2.22
H 0.08 -4.50 -1.76
C -2.00 -2.54 -2.16
C -3.36 -3.14 -2.36
H -2.06 -1.47 -1.91
H -1.48 -3.04 -1.33
H -3.88 -2.67 -3.20
H -3.96 -3.01 -1.45
H -3.26 -4.21 -2.55
C -3.63 0.19 -4.70
C -2.33 -1.48 -5.83
C -4.39 0.22 -3.41
H -4.29 -0.14 -5.52
H -3.23 1.17 -4.96
H -4.90 -0.73 -3.23
H -5.16 0.99 -3.47
H -3.76 0.44 -2.55
C -3.36 -2.56 -5.98
H -1.32 -1.89 -5.77
H -2.37 -0.77 -6.67
H -3.25 -3.29 -5.18
H -3.20 -3.06 -6.94
H -4.37 -2.14 -5.97
H -1.27 -0.52 -3.66
Fe 0.62 1.64 -1.69
C -0.50 0.32 -3.13
Si 0.38 1.13 -4.61
H -1.24 0.94 -2.60
H 0.08 -0.34 -2.47
C 1.27 -0.23 -5.54
C 1.64 2.52 -4.33
C -0.88 1.98 -5.73
C 2.58 2.17 -1.49
Si 3.54 2.15 0.11
H 2.65 3.18 -1.97
H 3.10 1.49 -2.21
C 5.24 2.88 -0.23
C 3.78 0.41 0.76
C 2.65 3.19 1.39
H -0.34 2.71 -6.36
H -1.62 2.53 -5.14
H -1.39 1.27 -6.40
H 2.22 -0.47 -5.04
H 1.48 0.11 -6.56
H 0.68 -1.16 -5.60
H 2.63 2.13 -4.06
H 1.32 3.26 -3.59
H 1.72 3.04 -5.30
H 3.52 -0.35 0.01
H 3.15 0.23 1.65
H 4.84 0.28 1.04
H 1.92 2.58 1.95
H 2.12 4.02 0.91
H 3.39 3.60 2.10
H 5.85 2.90 0.69
H 5.15 3.90 -0.61
H 5.77 2.28 -0.98
F -3.95 2.90 0.17
C -3.47 1.71 0.57
F -4.05 1.37 1.74
F -3.81 0.78 -0.35
S -1.61 1.78 0.74
O -1.10 2.20 -0.58
O -1.31 2.65 1.85
N -1.41 0.22 0.98
S 0.11 -0.27 1.09
O 0.66 -0.61 -0.23
O 0.93 0.51 1.99
C -0.23 -1.89 1.94
F -0.68 -1.70 3.19
F -1.15 -2.60 1.25
F 0.92 -2.61 1.99

Net charge: +1
HOMO (alpha / beta) (Ha): -0.4515 / -0.4515
<S²>: 8.759
Orbital gap (alpha / beta) (eV): 9.31 / 5.28
2S+1: 6
E_LUMO (alpha / beta) (eV): -3.0 / -7.0

Version Q
Here is C18H43F6FeNO6S2Si2 as an isolated structure from the Open Molecules 2025 dataset. Energies are from wB97M-V/def2-TZVPD.

Positions of all 79 atoms, in Å:
O 1.85 1.79 -1.39
O 0.27 0.45 -3.30
C 1.35 2.63 -0.38
C 2.25 2.81 0.83
H 0.36 2.29 -0.08
H 1.21 3.59 -0.88
H 2.13 1.99 1.55
H 1.93 3.74 1.32
H 3.30 2.93 0.57
C 2.61 0.62 -1.02
C 3.77 0.52 -1.98
H 1.99 -0.28 -1.06
H 2.96 0.70 0.02
H 3.44 0.14 -2.95
H 4.54 -0.15 -1.59
H 4.20 1.52 -2.10
C 0.21 -0.79 -4.03
C 0.43 1.65 -4.08
C 1.41 -1.64 -3.72
H 0.15 -0.62 -5.12
H -0.71 -1.30 -3.72
H 2.33 -1.16 -4.06
H 1.33 -2.61 -4.22
H 1.49 -1.83 -2.64
C 1.56 1.64 -5.09
H 0.62 2.43 -3.33
H -0.52 1.89 -4.58
H 2.51 1.46 -4.59
H 1.61 2.64 -5.54
H 1.39 0.93 -5.89
H -0.17 0.27 -1.09
Fe -1.00 -1.23 1.41
C -1.14 -0.29 -0.84
Si -2.52 0.62 -1.79
H -1.08 -1.33 -1.18
H -1.56 -0.12 0.17
C -2.05 2.45 -1.77
C -4.06 0.52 -0.68
C -3.02 -0.05 -3.46
C -2.21 0.16 2.25
Si -2.30 -0.05 4.11
H -3.18 -0.11 1.79
H -1.98 1.19 1.90
C -4.00 0.58 4.63
C -0.99 0.94 5.01
C -2.13 -1.87 4.50
H -3.95 0.43 -3.78
H -3.19 -1.13 -3.40
H -2.27 0.13 -4.24
H -1.94 2.81 -0.74
H -2.84 3.03 -2.26
H -1.10 2.63 -2.28
H -3.85 0.96 0.31
H -4.38 -0.52 -0.54
H -4.87 1.08 -1.16
H -0.83 1.92 4.55
H -0.03 0.40 5.00
H -1.28 1.09 6.06
H -1.21 -2.05 5.06
H -2.09 -2.51 3.61
H -3.00 -2.19 5.09
H -4.15 0.51 5.72
H -4.79 0.00 4.15
H -4.14 1.63 4.34
F 1.39 -4.89 -0.64
C 2.11 -4.30 0.33
F 2.92 -5.22 0.90
F 2.86 -3.33 -0.24
S 0.96 -3.53 1.60
O 0.07 -2.74 0.72
O 0.30 -4.53 2.39
N 2.07 -2.65 2.33
S 1.67 -1.33 3.13
O 1.26 -0.24 2.23
O 0.87 -1.59 4.30
C 3.38 -0.95 3.77
F 3.93 -2.05 4.31
F 4.17 -0.52 2.76
F 3.33 0.02 4.71

Net charge: +1
HOMO (alpha / beta) (Ha): -0.4436 / -0.4435
<S²>: 8.762
Orbital gap (alpha / beta) (eV): 8.80 / 5.12
2S+1: 6
E_LUMO (alpha / beta) (eV): -3.3 / -7.0

The structure with the greatest stability is version P.

Version P
Here is a 3-piece molecular cluster, C4H11O4 overall from the Open Molecules 2025 dataset. Energies are from wB97M-V/def2-TZVPD.

Positions of all 19 atoms, in Å:
C 0.01 -1.24 1.00
O 0.00 -1.65 2.28
C 0.69 0.14 0.83
C 1.05 0.56 -0.60
C -0.22 0.62 -1.41
O -0.57 1.64 -1.99
H 0.55 -1.97 0.34
H -1.00 -1.17 0.51
H 0.11 0.94 1.31
H 1.56 0.06 1.47
H 1.77 -0.05 -1.17
H 1.44 1.58 -0.64
H -0.91 -0.24 -1.46
H -2.19 -3.44 3.58
H -1.17 -2.80 2.57
O -1.76 -3.60 2.73
H 1.13 3.41 -3.87
H 0.26 3.01 -2.68
O 0.92 3.67 -2.96

Net charge: -1
HOMO (Ha): -0.1247
Orbital gap (eV): 6.68
2S+1: 1
E_LUMO (eV): 3.3

Version Q
Here is a 3-piece molecular cluster, C4H11O4 overall from the Open Molecules 2025 dataset. Energies are from wB97M-V/def2-TZVPD.

Positions of all 19 atoms, in Å:
O 1.01 0.93 1.04
C -0.18 1.05 0.63
O -0.65 1.93 -0.02
C -1.16 -0.20 0.78
C -0.53 -1.62 0.62
C -1.53 -2.67 0.63
H -1.83 0.07 -0.04
H -1.64 -0.16 1.80
H 0.06 -1.62 1.58
H 0.05 -1.66 -0.30
H -2.04 -2.69 1.64
H -2.22 -2.63 -0.25
H -0.90 -3.70 0.80
H 2.35 4.57 -5.14
H 1.27 5.69 -4.95
O 1.66 5.04 -5.55
H 2.67 -0.35 2.00
H 1.36 -0.82 2.34
O 2.27 -1.15 2.40

Net charge: -1
HOMO (Ha): -0.1584
Orbital gap (eV): 7.38
2S+1: 1
E_LUMO (eV): 3.1

Version R
Here is a 3-piece molecular cluster, C4H11O4 overall from the Open Molecules 2025 dataset. Energies are from wB97M-V/def2-TZVPD.

Positions of all 19 atoms, in Å:
O -0.97 1.30 -2.22
C -1.33 0.82 -1.11
O -2.48 0.44 -0.80
C -0.27 0.70 -0.01
C 0.54 -0.66 0.06
C -0.26 -1.70 0.81
H -0.60 0.75 1.02
H 0.55 1.40 -0.14
H 1.43 -0.37 0.63
H 0.95 -0.95 -0.90
H -0.67 -1.38 1.76
H -1.09 -2.04 0.22
H 0.32 -2.59 1.08
H -0.22 1.64 3.12
H 0.39 0.27 2.73
O 0.57 1.23 2.76
H 0.63 1.05 -2.96
H 1.15 -0.36 -2.80
O 1.35 0.45 -3.28

Net charge: -1
HOMO (Ha): -0.1596
Orbital gap (eV): 7.66
2S+1: 1
E_LUMO (eV): 3.3

The structure with the greatest stability is version R.

Version P
Here is C25H28N6O3 in the gas phase from the Open Molecules 2025 dataset. Energies are from wB97M-V/def2-TZVPD.

Positions of all 62 atoms, in Å:
C -4.06 -1.15 -2.71
C -3.98 -1.78 -1.35
O -4.81 -2.57 -0.95
C -2.84 -1.37 -0.49
C -2.89 -1.70 0.87
C -1.90 -1.28 1.74
C -0.85 -0.51 1.27
C -0.79 -0.18 -0.08
N 0.28 0.62 -0.57
C 1.40 -0.07 -1.19
C 2.54 -0.19 -0.16
O 2.31 -0.28 1.03
N 3.76 -0.23 -0.70
C 4.98 -0.28 0.09
C 5.82 -1.50 -0.28
C 7.08 -1.55 0.57
C 7.90 -0.27 0.39
C 7.06 0.95 0.75
C 5.79 1.00 -0.10
C 0.48 1.92 -0.29
O 1.49 2.51 -0.61
C -0.65 2.66 0.45
N -1.96 2.28 0.04
N -2.39 2.33 -1.20
N -3.58 1.85 -1.21
C -3.87 1.50 0.07
C -5.10 0.86 0.48
C -6.13 0.68 -0.44
C -7.28 0.01 -0.06
C -7.41 -0.47 1.23
C -6.39 -0.28 2.15
C -5.23 0.38 1.78
N -2.85 1.78 0.87
C -1.76 -0.62 -0.96
H -3.99 -0.06 -2.62
H -3.24 -1.50 -3.33
H -5.00 -1.42 -3.18
H -3.73 -2.28 1.22
H -1.94 -1.55 2.78
H -0.06 -0.18 1.93
H 1.07 -1.06 -1.50
H 1.73 0.50 -2.06
H 3.88 -0.08 -1.69
H 4.65 -0.36 1.13
H 5.23 -2.41 -0.13
H 6.09 -1.45 -1.34
H 7.68 -2.42 0.29
H 6.81 -1.66 1.62
H 8.79 -0.31 1.01
H 8.22 -0.20 -0.65
H 7.64 1.86 0.59
H 6.78 0.90 1.80
H 5.18 1.86 0.17
H 6.07 1.10 -1.16
H -0.50 3.73 0.25
H -0.57 2.47 1.52
H -6.02 1.07 -1.44
H -8.08 -0.14 -0.77
H -8.30 -1.00 1.52
H -6.49 -0.66 3.16
H -4.43 0.54 2.48
H -1.68 -0.35 -2.00

Structure (SMILES): CC(=O)c1cccc(N(CC(=O)NC2CCCCC2)C(=O)Cn2nnc(-c3ccccc3)n2)c1
HOMO (Ha): -0.3301
Orbital gap (eV): 9.22
2S+1: 1
E_LUMO (eV): 0.2

Version Q
Here is C25H28N6O3 in the gas phase from the Open Molecules 2025 dataset. Energies are from wB97M-V/def2-TZVPD.

Positions of all 62 atoms, in Å:
C 2.57 -1.68 -3.73
O 2.50 -1.50 -2.34
C 1.96 -0.34 -1.86
C 1.86 -0.23 -0.47
C 1.28 0.86 0.12
C 0.76 1.91 -0.65
N 0.12 3.02 -0.09
C -1.07 3.54 -0.74
C -2.35 3.06 0.01
N -2.06 1.89 0.82
C -1.83 0.75 0.09
N -1.85 0.75 -1.24
C -1.58 -0.52 -1.59
C -1.44 -1.32 -0.47
C -1.14 -2.71 -0.58
O -1.04 -3.55 0.29
N -0.96 -3.06 -1.93
C -1.06 -2.29 -3.06
O -0.83 -2.74 -4.16
N -1.44 -0.98 -2.86
C -1.62 -0.09 -3.98
N -1.63 -0.48 0.62
C -1.83 -0.95 1.98
C -0.60 -0.96 2.84
C -0.59 -0.32 4.08
C 0.55 -0.34 4.86
C 1.68 -1.00 4.43
C 1.68 -1.67 3.21
C 2.91 -2.40 2.75
C 0.54 -1.65 2.43
C -1.14 2.23 1.89
C 0.00 3.14 1.34
C 0.95 1.84 -2.03
C 1.53 0.73 -2.63
H 1.58 -1.68 -4.19
H 3.03 -2.65 -3.88
H 3.19 -0.91 -4.21
H 2.24 -1.04 0.13
H 1.22 0.87 1.20
H -1.03 4.63 -0.75
H -1.11 3.17 -1.76
H -3.13 2.80 -0.71
H -2.72 3.83 0.68
H -0.70 -4.02 -2.09
H -2.67 0.21 -4.05
H -1.32 -0.62 -4.88
H -1.01 0.80 -3.84
H -2.61 -0.33 2.43
H -2.20 -1.98 1.89
H -1.47 0.20 4.42
H 0.55 0.16 5.82
H 2.57 -1.02 5.05
H 2.65 -3.14 1.99
H 3.39 -2.91 3.58
H 3.62 -1.70 2.32
H 0.51 -2.19 1.50
H -0.73 1.33 2.32
H -1.71 2.76 2.67
H -0.23 4.19 1.55
H 0.95 2.90 1.82
H 0.65 2.66 -2.66
H 1.63 0.72 -3.70

Structure (SMILES): COc1ccc(N2CCN(c3nc4c(c(=O)[nH]c(=O)n4C)n3Cc3cccc(C)c3)CC2)cc1
HOMO (Ha): -0.2705
Orbital gap (eV): 8.04
2S+1: 1
E_LUMO (eV): 0.7

The structure with the greatest stability is version Q.

Version P
Here is C9H9NO in the gas phase from the Open Molecules 2025 dataset. Energies are from wB97M-V/def2-TZVPD.

Positions of all 20 atoms, in Å:
C 3.15 -0.64 0.14
N 1.74 -0.41 -0.07
C 0.76 -1.54 -0.09
C -0.54 -0.79 0.10
C -1.84 -1.33 -0.02
C -2.96 -0.55 0.00
C -2.67 0.83 0.06
C -1.43 1.40 0.09
C -0.35 0.57 0.06
C 1.20 0.88 -0.08
O 1.80 1.92 -0.14
H 3.68 -1.19 -0.62
H 3.40 -1.01 1.21
H 3.64 0.41 0.19
H 0.85 -2.31 0.76
H 0.90 -2.19 -0.98
H -2.12 -2.42 -0.34
H -3.98 -0.83 -0.22
H -3.50 1.50 0.26
H -1.30 2.54 -0.13

Structure (SMILES): CN1Cc2ccccc2C1=O
HOMO (Ha): -0.3440
Orbital gap (eV): 10.16
2S+1: 1
E_LUMO (eV): 0.8

Version Q
Here is C9H9NO in the gas phase from the Open Molecules 2025 dataset. Energies are from wB97M-V/def2-TZVPD.

Positions of all 20 atoms, in Å:
C -1.57 0.54 -2.32
C -0.14 0.77 -1.80
C 0.58 2.15 -2.33
O 1.42 2.66 -2.93
C 0.26 0.32 -0.48
C 1.50 0.82 0.04
C 1.88 0.36 1.28
C 1.06 -0.50 1.95
C -0.14 -0.89 1.39
C -1.15 -1.93 2.08
N -0.54 -0.50 0.19
H -2.06 1.53 -2.31
H -1.93 -0.26 -1.74
H -1.47 0.20 -3.49
H 1.96 1.60 -0.46
H 2.79 0.79 1.75
H 1.43 -1.09 2.77
H -1.79 -2.15 1.11
H -0.53 -2.89 2.37
H -1.58 -1.54 2.92

Structure (SMILES): CC(=C=O)c1cccc(C)n1
HOMO (alpha / beta) (Ha): -0.2760 / -0.2760
Orbital gap (alpha / beta) (eV): 7.17 / 7.17
2S+1: 1
E_LUMO (alpha / beta) (eV): -0.3 / -0.3

The structure with the greatest stability is version P.

Version P
Here is CH3NO2S in the gas phase from the Open Molecules 2025 dataset. Energies are from wB97M-V/def2-TZVPD.

Positions of all 8 atoms, in Å:
O 1.44 -1.38 0.08
S 1.01 -0.01 0.07
O 1.89 1.09 0.13
C -0.77 0.19 0.48
N -0.37 0.17 -0.93
H -1.03 1.07 1.10
H -1.31 -0.70 0.67
H -0.86 -0.44 -1.60

Structure (SMILES): O=S1(=O)CN1
HOMO (Ha): -0.3635
Orbital gap (eV): 10.31
2S+1: 1
E_LUMO (eV): 0.4

Version Q
Here is CH3NO2S in the gas phase from the Open Molecules 2025 dataset. Energies are from wB97M-V/def2-TZVPD.

Positions of all 8 atoms, in Å:
C 0.86 0.42 1.27
N -0.96 -0.87 0.05
O 1.87 0.29 0.71
O 0.25 0.83 -1.57
S -0.71 0.76 -0.25
H 1.20 0.84 -1.23
H -0.49 -1.40 0.81
H -2.02 -0.87 0.22

HOMO (Ha): -0.3206
Orbital gap (eV): 9.35
2S+1: 1
E_LUMO (eV): 0.6

Version R
Here is CH3NO2S in the gas phase from the Open Molecules 2025 dataset. Energies are from wB97M-V/def2-TZVPD.

Positions of all 8 atoms, in Å:
O 1.56 0.89 0.15
N 1.03 -0.15 -0.26
O 1.49 -0.85 -1.06
C -0.27 -0.39 0.40
S -1.51 0.48 -0.70
H -0.40 -1.62 0.21
H -0.20 -0.15 1.46
H -1.70 1.80 -0.19

Structure (SMILES): O=[N+]([O-])CS
HOMO (Ha): -0.3737
Orbital gap (eV): 10.25
2S+1: 1
E_LUMO (eV): 0.1

Version S
Here is CH3NO2S in the gas phase from the Open Molecules 2025 dataset. Energies are from wB97M-V/def2-TZVPD.

Positions of all 8 atoms, in Å:
C 0.96 -0.21 -0.02
S -0.76 -0.89 0.11
O -1.43 -1.04 -1.16
N -1.01 0.81 0.77
O -1.82 1.42 0.16
H 1.73 -0.97 -0.18
H 1.33 0.18 0.96
H 1.00 0.71 -0.64

Structure (SMILES): CS(=O)#[N+][O-]
HOMO (Ha): -0.3379
Orbital gap (eV): 8.60
2S+1: 1
E_LUMO (eV): -0.6

The structure with the greatest stability is version Q.

Version P
Here is an isolated ion of composition C2H5N2O and charge +1 from the Open Molecules 2025 dataset. Energies are from wB97M-V/def2-TZVPD.

Positions of all 10 atoms, in Å:
C 1.13 -0.14 0.34
N 0.15 -0.10 -0.50
C -1.18 0.34 0.06
N -0.94 1.53 0.84
O 0.16 1.89 1.05
H 0.94 -0.31 1.38
H 2.19 -0.18 0.05
H 0.50 0.17 -1.40
H -1.39 -0.51 0.66
H -1.78 0.68 -0.78

Structure (SMILES): C=[NH+]CN=O
Net charge: +1
HOMO (Ha): -0.5580
Orbital gap (eV): 9.53
2S+1: 1
E_LUMO (eV): -5.7

Version Q
Here is an isolated ion of composition C2H5N2O and charge +1 from the Open Molecules 2025 dataset. Energies are from wB97M-V/def2-TZVPD.

Positions of all 10 atoms, in Å:
O 2.70 -0.15 0.10
N 1.63 0.12 -0.36
C 0.51 0.14 0.50
C -0.83 -0.77 -0.20
N -0.67 0.67 -0.22
H 0.53 0.19 1.59
H -0.59 -1.33 -1.09
H -1.49 -1.22 0.52
H -0.43 1.08 -1.13
H -1.35 1.26 0.28

Structure (SMILES): O=N[C@@H]1C[NH2+]1
Net charge: +1
HOMO (Ha): -0.5323
Orbital gap (eV): 8.87
2S+1: 1
E_LUMO (eV): -5.6

The structure with the greatest stability is version P.

Version P
Here is C2H5N2O as an isolated structure from the Open Molecules 2025 dataset. Energies are from wB97M-V/def2-TZVPD.

Positions of all 10 atoms, in Å:
C 0.15 -0.15 -0.24
C 0.59 -0.81 0.97
N 0.09 -0.38 -1.43
N -0.59 1.55 -0.25
O -0.02 -0.46 -2.57
H 0.16 -1.81 1.01
H 1.67 -0.90 0.98
H 0.28 -0.26 1.87
H -1.06 1.58 0.65
H -1.26 1.63 -1.00

Net charge: +1
HOMO (alpha / beta) (Ha): -0.5924 / -0.5925
Orbital gap (alpha / beta) (eV): 8.30 / 8.30
2S+1: 1
E_LUMO (alpha / beta) (eV): -7.8 / -7.8

Version Q
Here is a 2-piece molecular cluster, C2H5N2O overall from the Open Molecules 2025 dataset. Energies are from wB97M-V/def2-TZVPD.

Positions of all 10 atoms, in Å:
C -0.47 2.13 -0.05
C 0.51 -3.44 -0.09
N -0.53 0.99 0.02
N -0.38 3.37 0.07
O 0.11 -2.29 -0.10
H 1.47 -3.83 0.52
H -0.25 -4.35 -0.30
H -0.19 0.02 -0.16
H -0.46 3.87 -0.80
H 0.19 3.52 0.88

Net charge: +1
HOMO (Ha): -0.4944
Orbital gap (eV): 9.32
2S+1: 1
E_LUMO (eV): -4.1

The structure with the greatest stability is version Q.

Version P
Here is a 2-piece molecular cluster, C6H12NO overall from the Open Molecules 2025 dataset. Energies are from wB97M-V/def2-TZVPD.

Positions of all 20 atoms, in Å:
C 1.08 2.48 -1.03
O 1.66 2.30 -2.08
C 0.85 0.49 -0.22
C -0.40 0.10 -0.97
C -0.24 -0.55 0.43
C -1.38 -0.68 1.30
C -1.90 -2.06 1.50
N 1.99 -0.21 -0.82
H 0.02 2.78 -0.94
H 1.60 2.98 -0.18
H 1.17 1.03 0.65
H -1.21 0.81 -0.91
H -0.35 -0.59 -1.79
H 0.29 -1.48 0.24
H -1.99 0.13 1.69
H -1.99 -2.71 0.61
H -1.36 -2.74 2.21
H -2.88 -2.06 1.98
H 2.35 0.43 -1.53
H 2.70 -0.45 -0.14

Net charge: -1
HOMO (Ha): -0.0219
Orbital gap (eV): 4.56
2S+1: 1
E_LUMO (eV): 4.0

Version Q
Here is an isolated ion of composition C6H12NO and charge -1 from the Open Molecules 2025 dataset. Energies are from wB97M-V/def2-TZVPD.

Positions of all 20 atoms, in Å:
C -0.57 -0.36 1.67
N -0.99 1.00 1.37
C 0.13 1.93 1.47
O 1.08 1.70 0.46
C -0.26 -1.37 0.44
C 0.60 -0.88 -0.75
C -0.20 -0.82 -1.93
C 0.20 -1.45 -3.10
H -1.39 -0.88 2.18
H 0.39 -0.37 2.19
H -1.32 1.13 0.42
H -0.15 2.99 1.33
H 0.72 1.86 2.38
H 0.08 -2.22 1.08
H -1.24 -1.63 0.03
H 0.97 0.82 -0.08
H 1.66 -1.13 -0.81
H -1.12 -0.24 -1.88
H 1.27 -1.58 -3.15
H -0.44 -1.49 -3.96

Net charge: -1
HOMO (Ha): -0.0579
Orbital gap (eV): 5.73
2S+1: 1
E_LUMO (eV): 4.2

The structure with the greatest stability is version Q.